This record from the OMol25 dataset describes an isolated molecule of C26H27BrN4O4 at a distorted geometry. The level of theory is ωB97M-V/def2-TZVPD.

```
62
Properties=species:S:1:pos:R:3:forces:R:3
N 4.356 4.328 1.291 0.078 0.535 0.076
C 4.277 2.980 1.308 -0.078 -0.128 -0.532
O 4.719 2.309 2.211 0.183 -0.291 0.281
C 3.554 2.376 0.110 -0.159 0.004 0.330
C 2.058 2.327 0.435 -0.142 0.016 -0.045
N 1.862 1.617 1.685 0.282 0.095 -0.150
C 1.058 2.065 2.668 0.222 -0.369 0.193
O 0.457 3.118 2.609 -0.346 0.438 0.051
C 0.971 1.101 3.847 -0.130 0.106 -0.017
C 0.809 -0.315 3.372 0.327 -0.212 0.253
C 1.807 -1.232 3.591 -0.196 0.348 0.048
C 1.703 -2.552 3.130 -0.154 -0.333 -0.208
C 0.594 -2.954 2.443 0.282 -0.055 0.129
C -0.456 -2.047 2.191 -0.005 0.298 0.070
C -1.616 -2.450 1.496 -0.153 0.005 -0.056
C -2.633 -1.570 1.259 0.029 -0.232 -0.039
C -2.526 -0.241 1.695 0.043 0.177 0.121
C -1.417 0.179 2.375 -0.161 0.058 -0.027
C -0.353 -0.707 2.651 -0.022 -0.377 -0.082
C 1.191 1.658 -0.610 -0.001 0.084 -0.190
C -0.195 1.842 -0.521 0.124 -0.055 -0.170
C -1.062 1.161 -1.336 0.053 0.025 -0.047
C -0.606 0.244 -2.303 0.444 0.009 -0.055
N -1.473 -0.520 -3.021 -0.159 0.049 -0.092
C -1.259 -1.926 -3.270 0.065 -0.388 0.135
C -2.202 -2.758 -2.390 0.067 -0.042 -0.341
C -3.656 -2.358 -2.571 -0.104 -0.125 0.225
Br -4.283 -2.897 -4.369 -0.020 -0.019 0.179
C -3.832 -0.859 -2.392 -0.034 0.078 -0.364
C -2.833 -0.111 -3.278 -0.288 0.165 0.119
C 0.797 0.158 -2.463 -0.581 0.585 1.000
N 1.407 -0.478 -3.586 0.254 -0.297 -0.711
O 0.739 -0.651 -4.591 0.114 -0.010 -0.122
O 2.589 -0.764 -3.505 0.187 -0.149 -0.047
C 1.666 0.823 -1.594 -0.006 0.071 0.016
H 3.929 4.883 0.573 0.016 -0.050 0.003
H 4.757 4.798 2.086 -0.044 -0.049 -0.007
H 3.935 1.364 -0.030 0.082 0.052 -0.028
H 3.725 2.960 -0.793 0.000 -0.045 -0.077
H 1.677 3.342 0.609 0.102 -0.189 -0.048
H 2.365 0.752 1.810 -0.078 -0.022 0.063
H 0.139 1.411 4.481 0.061 0.077 -0.070
H 1.893 1.197 4.423 -0.038 -0.010 0.019
H 2.695 -0.937 4.132 0.065 0.088 0.064
H 2.509 -3.244 3.326 0.050 -0.084 -0.003
H 0.503 -3.969 2.085 0.002 -0.103 -0.030
H -1.689 -3.479 1.170 -0.019 -0.086 -0.037
H -3.531 -1.895 0.750 -0.041 -0.046 -0.050
H -3.335 0.448 1.502 -0.052 0.088 0.001
H -1.358 1.203 2.708 -0.003 0.166 0.048
H -0.584 2.514 0.229 -0.075 0.090 0.139
H -2.121 1.304 -1.198 -0.139 -0.063 0.012
H -1.430 -2.139 -4.330 0.094 -0.038 0.094
H -0.238 -2.213 -3.025 -0.065 0.056 -0.077
H -1.937 -2.596 -1.340 -0.012 0.015 0.000
H -2.065 -3.816 -2.619 -0.028 -0.005 0.056
H -4.301 -2.915 -1.888 0.061 0.062 -0.171
H -4.850 -0.557 -2.642 0.002 -0.025 0.059
H -3.646 -0.617 -1.342 0.025 -0.005 0.050
H -3.048 -0.343 -4.328 -0.036 0.110 0.092
H -2.927 0.967 -3.151 0.010 -0.048 -0.049
H 2.723 0.682 -1.761 0.048 0.003 0.017
```
Forces are in eV/Å.

Computed properties:
E_HOMO = -8.11 eV
energy above the lowest of the compared OMol25 structures with the same formula, charge and spin = 2.3 kJ/mol
molar mass = 539.4 g/mol
electronic energy = -4100.95774 a.u.
E_LUMO = -0.311 eV
orbital gap = 7.799 eV
charge = 0

natural (NBO) population analysis, charges in e, atoms 1 to 2:
1 N -0.8187
2 C 0.6820

***

This record from the OMol25 dataset describes a structure of composition C5H2ClF3NO2S at a distorted geometry. The level of theory is ωB97M-V/def2-TZVPD.

```
15
Properties=species:S:1:pos:R:3:forces:R:3
C -2.296 -0.106 -0.832 2.996 1.054 1.399
C -1.155 1.610 0.109 -1.184 -2.585 -0.106
C -3.664 -0.134 -0.926 0.082 0.216 0.190
C 0.298 -0.162 -0.199 3.093 -1.865 1.752
C -1.984 2.762 0.640 0.484 0.358 -0.923
N -0.163 0.975 0.487 -0.290 2.074 -1.677
O -4.737 -0.112 -0.468 -2.495 -0.382 0.766
O -3.114 0.105 -2.101 0.227 0.403 -1.550
F -1.539 3.428 1.711 0.326 -0.638 0.100
F -1.989 3.663 -0.361 0.070 0.846 -0.620
F -3.264 2.485 0.838 -0.209 -0.779 0.398
S -1.069 -1.302 -0.678 -0.804 0.288 -0.059
Cl -0.010 0.532 2.618 0.104 -0.586 1.634
H 0.931 0.118 -1.105 -0.829 -0.224 1.297
H 0.941 -0.817 0.646 -1.571 1.820 -2.603
```
Forces are in eV/Å.

Computed properties:
E_HOMO = -4.09 eV
energy above the lowest of the compared OMol25 structures with the same formula, charge and spin = 284.2 kJ/mol
molar mass = 232.6 g/mol
electronic energy = -1554.85945 a.u.
E_LUMO = 3.120 eV
orbital gap = 7.206 eV
charge = -1

natural (NBO) population analysis, charges in e, atoms 1 to 2:
1 C -0.1840
2 C 0.2003

***

This record from the OMol25 dataset describes a cluster of 2 separate species, C2H8NO in total at a distorted geometry. The level of theory is ωB97M-V/def2-TZVPD.

```
12
Properties=species:S:1:pos:R:3:forces:R:3
N -0.593 -1.729 -0.440 -0.201 0.800 -0.194
H -1.177 -1.517 -1.258 0.340 -0.116 0.091
H 0.316 -1.204 -0.488 0.018 -0.029 -0.339
H -1.058 -1.305 0.365 -0.155 -0.418 0.201
H -0.460 -2.730 -0.358 -0.043 -0.204 0.224
C -0.478 1.654 0.380 0.299 0.444 0.161
C 0.714 1.110 0.562 -1.125 -0.850 -0.295
O 1.235 0.223 -0.413 0.400 0.990 0.755
H -0.873 2.300 1.155 -0.057 -0.190 -0.041
H -1.025 1.602 -0.554 0.103 -0.080 -0.029
H 1.228 1.133 1.515 0.355 0.166 -0.184
H 2.171 0.462 -0.466 0.067 -0.513 -0.349
```
Forces are in eV/Å.

Computed properties:
E_HOMO = -14.14 eV
energy above the lowest of the compared OMol25 structures with the same formula, charge and spin = 89.0 kJ/mol
molar mass = 62.1 g/mol
electronic energy = -210.71919 a.u.
E_LUMO = -3.803 eV
orbital gap = 10.340 eV
charge = +1

natural (NBO) population analysis, charges in e, atoms 1 to 2:
1 N -0.8844
2 H 0.4503

***

This record from the OMol25 dataset describes an isolated molecule of CH5ISi at a distorted geometry. The level of theory is ωB97M-V/def2-TZVPD.

```
8
Properties=species:S:1:pos:R:3:forces:R:3
C -2.068 1.595 -0.424 0.437 0.544 0.579
Si 0.783 -0.907 1.088 -1.021 1.790 0.988
I -0.971 -0.490 -0.562 -0.492 -0.241 -0.723
H -2.634 1.494 -1.360 -0.088 -0.500 -0.284
H -1.204 2.206 -0.762 -0.026 -0.146 0.115
H 0.428 0.154 2.197 0.549 -1.354 -0.855
H 0.770 -2.330 1.328 -0.257 -0.459 0.451
H 1.991 -0.627 0.386 0.899 0.366 -0.269
```
Forces are in eV/Å.

Computed properties:
E_HOMO = -7.83 eV
energy above the lowest of the compared OMol25 structures with the same formula, charge and spin = 423.5 kJ/mol
molar mass = 172.0 g/mol
electronic energy = -628.12433 a.u.
E_LUMO = 0.039 eV
orbital gap = 7.868 eV
charge = 0

natural (NBO) population analysis, charges in e, atoms 1 to 2:
1 C -0.6864
2 Si 0.6649

***

This record from the OMol25 dataset describes an isolated molecule of C23H24N4OS at a distorted geometry. The level of theory is ωB97M-V/def2-TZVPD.

```
53
Properties=species:S:1:pos:R:3:forces:R:3
C 1.148 8.281 4.213 0.059 0.016 -0.016
C 1.134 6.835 3.825 -0.016 -0.084 0.029
C 1.163 5.833 4.787 -0.028 0.130 -0.017
C 1.165 4.499 4.428 0.004 -0.147 -0.233
C 1.141 4.130 3.084 -0.003 0.518 0.141
C 1.160 2.727 2.668 -0.145 -0.788 0.141
C 0.723 1.674 3.500 0.120 -0.012 -0.346
C 0.823 0.394 3.021 0.143 0.213 -0.235
C 1.356 0.239 1.732 -0.102 0.130 0.181
S 1.560 -1.369 1.067 0.127 -0.231 -0.140
C 2.411 -0.972 -0.501 0.023 0.023 0.400
C 2.322 -2.140 -1.467 0.098 0.260 0.162
O 3.312 -2.795 -1.732 0.317 -0.099 0.087
N 1.121 -2.390 -2.032 -0.216 -0.157 -0.248
C -0.145 -1.763 -1.730 -0.384 0.073 0.246
C -1.057 -2.799 -1.045 0.001 0.338 -0.058
N -1.231 -3.982 -1.855 0.000 -0.099 0.323
C -2.264 -4.067 -2.784 -0.263 -0.047 -0.105
C -2.539 -5.295 -3.397 0.093 -0.044 -0.046
C -3.587 -5.432 -4.284 0.024 0.009 -0.042
C -4.404 -4.355 -4.583 -0.136 0.058 -0.079
C -4.157 -3.140 -3.971 -0.113 -0.072 -0.101
C -3.103 -2.992 -3.088 0.153 0.086 0.134
C 0.053 -4.581 -2.152 0.292 0.060 -0.306
C 0.967 -3.569 -2.861 0.157 -0.472 -0.022
N 1.702 1.274 0.984 0.084 -1.021 -0.363
N 1.605 2.481 1.442 0.011 1.222 0.351
C 1.123 5.135 2.116 -0.032 -0.113 0.064
C 1.116 6.463 2.484 0.011 -0.010 0.105
H 2.142 8.699 4.049 0.028 0.096 0.024
H 0.894 8.407 5.262 -0.018 0.065 0.051
H 0.445 8.849 3.607 -0.037 0.084 0.007
H 1.188 6.101 5.834 -0.001 0.039 0.091
H 1.213 3.747 5.201 0.001 -0.078 0.068
H 0.302 1.872 4.474 -0.016 0.022 0.069
H 0.509 -0.469 3.588 -0.036 -0.054 0.115
H 3.463 -0.806 -0.268 -0.125 0.013 -0.189
H 1.972 -0.053 -0.886 0.048 -0.083 -0.057
H -0.020 -0.894 -1.089 0.030 0.002 -0.061
H -0.599 -1.442 -2.675 0.010 0.036 0.088
H -2.026 -2.364 -0.802 0.019 -0.013 0.035
H -0.578 -3.108 -0.108 -0.066 0.100 -0.060
H -1.941 -6.161 -3.159 0.043 -0.059 0.050
H -3.772 -6.394 -4.739 -0.009 -0.080 -0.021
H -5.223 -4.464 -5.277 -0.072 -0.007 -0.054
H -4.785 -2.288 -4.189 -0.040 0.062 -0.010
H -2.942 -2.021 -2.645 0.061 0.060 0.046
H -0.067 -5.458 -2.784 0.014 -0.004 0.079
H 0.520 -4.886 -1.210 0.023 -0.046 -0.079
H 1.957 -3.992 -3.032 -0.141 0.057 -0.052
H 0.519 -3.276 -3.818 0.020 -0.033 0.026
H 1.115 4.848 1.076 0.001 0.005 -0.081
H 1.098 7.230 1.722 -0.019 0.075 -0.088
```
Forces are in eV/Å.

Computed properties:
E_HOMO = -7.69 eV
energy above the lowest of the compared OMol25 structures with the same formula, charge and spin = 20.2 kJ/mol
molar mass = 404.5 g/mol
electronic energy = -1583.28503 a.u.
E_LUMO = 0.269 eV
orbital gap = 7.957 eV
charge = 0

natural (NBO) population analysis, charges in e, atoms 1 to 2:
1 C -0.6289
2 C -0.0006

***

This record from the OMol25 dataset describes a structure of composition C2H3CuFO at a distorted geometry. The level of theory is ωB97M-V/def2-TZVPD.

```
8
Properties=species:S:1:pos:R:3:forces:R:3
H -0.745 -0.077 1.257 2.106 -1.475 -0.240
C 0.231 -0.405 0.684 -0.213 0.307 0.124
C -0.369 -0.474 -0.676 -3.186 1.895 1.523
O -0.786 0.633 -1.035 1.318 -0.677 -1.887
H 0.839 -1.292 0.900 -0.476 0.378 0.829
F 1.056 0.726 0.699 0.368 0.117 0.330
H -0.918 -1.397 -0.925 0.628 0.021 -0.820
Cu 0.692 2.286 -0.904 -0.544 -0.566 0.140
```
Forces are in eV/Å.

Computed properties:
E_HOMO = -15.54 eV
energy above the lowest of the compared OMol25 structures with the same formula, charge and spin = 0.0 kJ/mol
molar mass = 125.6 g/mol
electronic energy = -1893.24107 a.u.
E_LUMO = -5.758 eV
orbital gap = 9.777 eV
charge = +1

natural (NBO) population analysis, charges in e, atoms 1 to 2:
1 H 0.2555
2 C -0.0600